# 1
C32H89N7O11 | ωB97M-V/def2-TZVPD

Geometry as XYZ:
```
139
Properties=species:S:1:pos:R:3:forces:R:3:lowdin_charge:R:1
C -11.809 -6.039 -10.934 1.10 0.88 0.74 -0.13
O -12.108 -6.164 -12.301 -0.71 0.57 0.02 -0.17
C -12.878 -5.053 -12.766 -0.91 -0.34 -1.98 -0.19
C -13.288 -5.280 -14.287 1.65 -0.64 1.85 -0.43
C -14.007 -4.129 -14.876 -1.34 0.32 -0.27 -0.09
N -14.168 -6.480 -14.348 1.47 1.43 -1.03 0.05
H -11.160 -5.188 -10.730 0.28 0.55 -0.47 0.08
H -11.179 -6.844 -10.556 -0.59 -0.56 -0.36 0.09
H -12.632 -5.805 -10.258 -0.65 -0.66 -0.26 0.09
H -13.885 -5.015 -12.351 0.10 0.11 1.11 0.11
H -12.366 -4.095 -12.674 0.23 0.02 0.33 0.12
H -12.312 -5.314 -14.771 -0.09 -1.00 -0.58 0.13
H -13.478 -3.176 -14.878 0.02 -0.14 -0.07 0.08
H -14.974 -4.017 -14.386 -0.06 0.44 0.59 0.06
H -14.361 -4.418 -15.866 0.55 0.19 -0.40 0.09
H -13.750 -7.168 -13.738 -0.54 -0.18 0.31 0.06
H -15.020 -6.055 -14.010 -0.49 -0.96 0.46 0.06
C -13.863 1.411 -22.389 0.88 0.52 0.71 -0.10
O -13.143 0.244 -21.993 0.29 -0.32 -0.63 -0.19
C -11.893 0.201 -21.253 -0.30 0.24 -0.68 -0.18
C -10.720 -0.418 -22.036 -0.86 1.27 -0.25 -0.43
C -9.536 -0.567 -21.083 -1.39 -2.22 0.17 -0.06
N -10.142 0.405 -23.101 -0.24 -0.04 0.06 0.04
H -14.600 1.658 -21.625 -0.07 0.11 0.09 0.06
H -14.381 1.355 -23.346 0.05 -1.01 -0.02 0.08
H -13.224 2.279 -22.554 0.38 0.14 0.39 0.08
H -11.533 1.160 -20.882 -0.56 0.36 0.17 0.10
H -12.080 -0.504 -20.443 -0.11 0.25 0.32 0.11
H -11.225 -1.281 -22.470 0.87 -0.69 -0.01 0.14
H -8.689 -0.877 -21.695 0.34 0.57 0.40 0.09
H -9.752 -1.412 -20.429 0.21 -0.10 0.28 0.07
H -9.458 0.296 -20.422 0.51 0.20 -0.40 0.07
H -9.458 0.958 -22.605 0.10 0.61 -0.58 0.05
H -10.805 1.004 -23.571 -0.14 0.07 -0.03 0.06
C -9.564 7.493 -16.671 1.52 0.15 -1.44 -0.13
O -10.122 6.250 -16.909 -1.97 -2.20 1.12 -0.23
C -9.833 5.596 -18.166 -1.37 1.44 0.39 -0.16
C -10.594 4.225 -18.372 0.12 1.58 0.80 -0.38
C -10.247 3.603 -19.724 0.48 -1.01 0.58 -0.06
N -12.075 4.398 -18.340 1.40 -0.31 -0.16 0.05
H -9.810 8.007 -15.741 -0.20 -0.93 0.29 0.09
H -9.799 8.227 -17.442 -0.24 0.07 -0.46 0.08
H -8.502 7.272 -16.773 0.60 0.94 0.51 0.08
H -10.317 6.317 -18.824 0.42 -0.11 -1.17 0.12
H -8.750 5.606 -18.296 0.12 -0.49 -0.26 0.12
H -10.335 3.637 -17.492 0.18 -0.52 -0.28 0.13
H -10.287 2.522 -19.590 -0.12 -0.12 -0.08 0.05
H -9.228 3.785 -20.067 -0.03 0.37 0.03 0.08
H -10.961 3.817 -20.519 0.02 0.41 0.13 0.08
H -12.302 4.885 -17.485 -0.17 0.38 0.01 0.05
H -12.209 5.007 -19.135 -0.81 0.38 0.05 0.07
C -17.097 0.661 -19.022 0.51 -0.80 -0.13 -0.10
O -18.166 1.112 -19.793 -0.24 0.83 0.49 -0.18
C -17.824 2.046 -20.766 -0.11 0.91 -0.81 -0.22
C -19.098 2.582 -21.360 -3.39 -0.58 -1.23 -0.40
C -20.323 1.606 -21.252 0.90 -0.74 -0.06 -0.07
N -19.075 3.048 -22.775 1.52 0.45 1.74 0.03
H -16.424 1.395 -18.579 -0.36 0.63 0.09 0.06
H -16.452 0.072 -19.673 0.21 -0.53 0.12 0.10
H -17.535 0.065 -18.221 0.29 -0.14 -0.08 0.08
H -17.357 2.968 -20.421 0.66 -0.17 0.84 0.12
H -17.129 1.647 -21.505 -0.03 -0.44 -0.33 0.12
H -19.471 3.421 -20.772 0.54 0.37 0.14 0.12
H -20.135 0.675 -21.788 0.33 -0.17 -0.09 0.07
H -21.190 2.007 -21.777 -0.07 0.40 0.43 0.07
H -20.534 1.297 -20.229 -0.26 0.31 -0.02 0.06
H -20.013 3.360 -22.981 0.27 -0.38 -0.72 0.06
H -18.638 2.360 -23.372 -0.67 0.00 -0.32 0.07
C -15.668 4.518 -17.296 0.27 -0.96 0.78 -0.10
O -16.432 4.407 -16.085 -1.24 -0.15 -0.37 -0.19
C -17.912 4.429 -16.223 0.57 -0.94 -0.24 -0.12
C -18.484 3.212 -16.997 -1.21 -0.53 0.80 -0.40
C -19.994 3.380 -17.284 0.44 1.15 -1.99 -0.07
N -18.614 1.990 -16.181 1.35 -0.45 0.94 0.04
H -14.644 4.274 -17.015 0.32 0.76 0.41 0.05
H -15.692 5.482 -17.805 -0.30 0.05 0.10 0.10
H -15.779 3.681 -17.985 -1.00 0.09 -0.42 0.06
H -18.427 4.360 -15.265 0.87 0.06 0.58 0.12
H -18.199 5.409 -16.603 -0.04 -0.14 -0.65 0.12
H -17.843 3.049 -17.864 -0.43 0.05 -0.49 0.10
H -20.110 4.226 -17.962 -0.39 0.59 0.29 0.07
H -20.643 3.434 -16.410 0.48 0.27 0.11 0.08
H -20.396 2.589 -17.916 0.34 -0.52 0.21 0.06
H -18.929 1.205 -16.734 -0.50 0.25 -0.44 0.06
H -17.753 1.609 -15.815 0.65 0.41 0.25 0.06
C -9.066 -1.296 -16.970 0.09 -1.40 -1.16 -0.08
O -7.854 -1.909 -17.490 -0.21 1.21 0.45 -0.20
C -6.880 -2.046 -16.451 -0.30 -1.03 -0.12 -0.19
C -6.234 -3.428 -16.545 -0.14 -0.88 2.76 -0.47
C -5.259 -3.727 -15.377 0.82 0.11 0.55 -0.07
N -5.478 -3.594 -17.711 1.16 0.33 -2.12 0.03
H -9.806 -1.302 -17.771 0.14 -0.09 -0.24 0.06
H -9.010 -0.254 -16.656 0.54 -0.15 0.46 0.09
H -9.432 -2.024 -16.246 -0.27 0.65 0.58 0.09
H -6.080 -1.307 -16.500 -0.03 0.29 -0.27 0.13
H -7.393 -1.934 -15.497 0.16 -0.12 0.24 0.12
H -6.925 -4.264 -16.434 -1.12 0.36 -0.10 0.13
H -4.576 -2.904 -15.166 0.17 0.11 -0.34 0.07
H -4.657 -4.604 -15.615 0.28 0.13 -0.63 0.07
H -5.568 -4.060 -14.386 -1.26 0.44 -0.03 0.07
H -5.145 -4.543 -17.801 0.07 0.00 -0.01 0.08
H -5.993 -3.373 -18.552 -0.18 0.07 -0.04 0.08
C -16.732 -1.877 -15.776 -0.21 0.09 -0.43 -0.12
O -16.179 -0.950 -14.889 -0.79 0.50 1.76 -0.18
C -17.042 -0.783 -13.744 -0.61 -1.05 1.51 -0.19
C -16.240 -0.459 -12.506 3.55 -0.44 -1.74 -0.48
C -15.167 -1.520 -12.169 0.71 -0.66 -1.19 -0.04
N -16.857 -0.070 -11.342 -2.61 1.35 2.40 0.04
H -16.719 -2.907 -15.420 0.18 -0.12 0.29 0.08
H -16.139 -1.817 -16.688 -0.26 -0.03 -0.15 0.08
H -17.780 -1.619 -15.927 -0.14 -0.04 -0.56 0.09
H -17.837 -0.038 -13.732 0.14 0.64 -1.18 0.12
H -17.612 -1.675 -13.485 0.08 -0.81 -0.61 0.12
H -15.790 0.459 -12.882 0.92 0.10 0.27 0.13
H -14.340 -1.546 -12.878 0.09 0.26 -0.19 0.06
H -15.545 -2.540 -12.245 -0.54 -0.13 0.09 0.07
H -14.700 -1.466 -11.186 -0.30 0.55 0.10 0.07
H -16.201 0.430 -10.759 -0.06 0.22 -0.09 0.09
H -17.230 -0.791 -10.741 -0.11 -0.41 -0.31 0.08
O -13.397 2.412 -12.296 -0.87 0.07 -0.43 -0.05
C -13.965 2.859 -13.542 -0.33 -2.14 -0.09 -0.24
C -12.850 3.083 -14.485 -0.42 1.31 -0.25 -0.26
O -12.232 4.216 -13.932 1.90 1.03 0.20 -0.06
H -12.700 3.032 -12.071 0.08 0.26 0.02 0.07
H -14.492 2.028 -14.012 -0.59 -0.32 0.69 0.10
H -14.647 3.704 -13.452 0.19 0.15 0.12 0.13
H -13.179 3.347 -15.490 -0.17 -0.30 -0.16 0.09
H -12.194 2.214 -14.529 0.16 0.10 0.04 0.14
H -12.378 4.992 -14.478 0.09 -0.10 0.00 0.09
O -14.689 1.439 -16.477 -1.12 -0.15 0.60 -0.06
C -13.657 1.333 -17.381 1.69 -0.98 -1.48 -0.26
C -13.160 -0.158 -17.440 -1.13 0.47 0.99 -0.19
O -12.595 -0.490 -16.186 1.39 -0.01 0.26 -0.08
H -14.812 2.377 -16.314 -0.38 0.05 0.28 0.04
H -13.884 1.744 -18.365 -0.57 -0.37 -0.52 0.10
H -12.854 2.013 -17.098 0.64 -0.44 0.26 0.09
H -12.493 -0.419 -18.261 0.45 0.61 0.26 0.09
H -13.939 -0.916 -17.517 -0.90 0.58 -0.70 0.11
H -13.290 -0.564 -15.529 -0.30 0.14 -0.06 0.07
```
Positions in Å, forces in eV/Å.

Values from the calculation:
* 2S+1: 1
* charge: 0
* E_LUMO: 0.0147 Ha
* HOMO-LUMO gap: 9.3 eV

# 2
C2H2N2O2S2 | ωB97M-V/def2-TZVPD

Geometry as XYZ:
```
10
Properties=species:S:1:pos:R:3:forces:R:3:lowdin_charge:R:1
O -0.828 2.317 1.473 -0.66 -0.46 0.41 -0.46
S 0.443 1.704 1.175 -1.06 0.86 0.61 0.71
O 1.385 2.653 0.711 1.95 0.75 -0.47 -0.42
C -0.019 0.520 -0.512 -0.69 -0.50 0.15 -0.54
C 0.856 -0.593 -0.529 -2.19 0.65 -0.87 -0.27
N 0.320 -1.773 -0.505 1.42 -1.49 0.12 0.00
N -0.937 -1.711 -0.488 -2.65 1.09 0.12 -0.30
S -1.559 -0.113 -0.443 1.01 -0.17 -0.04 1.08
H 1.834 -0.569 -0.774 3.25 0.47 -0.07 0.08
H -1.493 -2.435 -0.108 -0.39 -1.19 0.04 0.11
```
Positions in Å, forces in eV/Å.

Values from the calculation:
* 2S+1: 1
* charge: 0
* E_LUMO (alpha / beta): -0.0572 / -0.0572 Ha
* HOMO-LUMO gap (alpha / beta): 7.7 / 7.7 eV

# 3
C33H57Br20N2P | ωB97M-V/def2-TZVPD

Geometry as XYZ:
```
113
Properties=species:S:1:pos:R:3:forces:R:3:lowdin_charge:R:1
C 4.461 -2.808 -2.655 -4.31 0.47 0.33 -0.22
C 3.605 -2.488 -1.356 -2.83 -0.45 -5.45 -0.25
C 2.169 -2.012 -1.740 1.54 -1.02 -0.45 -0.17
C 1.618 -1.841 -3.173 3.38 -0.89 1.40 -0.55
P -0.155 -1.211 -3.577 -0.48 -1.92 -1.05 0.83
C -1.243 -1.432 -2.045 -0.22 0.53 1.40 -0.43
C -2.438 -0.312 -1.986 0.31 -1.21 -0.80 -0.23
C -3.781 -0.866 -2.691 0.11 -0.03 1.22 -0.18
C -5.029 -1.060 -1.654 0.69 -0.17 -0.45 -0.17
N -5.939 -2.078 -2.308 0.25 0.80 0.73 -0.20
C -6.364 -1.774 -3.657 -2.42 -5.45 0.86 -0.16
C -7.234 -3.005 -4.024 1.96 1.09 3.53 -0.07
C -7.255 -3.939 -2.774 2.04 3.19 0.35 -0.10
C -6.359 -3.302 -1.653 -3.95 1.13 -6.22 -0.24
N 2.431 -2.156 -4.294 1.08 -0.31 3.94 -0.01
C 3.737 -2.613 -3.996 0.79 -0.09 1.49 -0.14
H 5.547 -3.161 -2.555 -2.02 0.50 -0.51 0.07
H 3.996 -2.579 -0.297 -0.94 -0.05 -1.64 0.05
H 1.465 -1.747 -0.876 1.23 -0.46 -1.53 0.00
H -0.087 0.205 -3.861 0.01 -1.10 0.55 -0.12
H -0.680 -1.326 -1.054 -0.49 -0.16 -1.37 0.05
H -1.664 -2.507 -2.055 0.61 1.72 -0.12 0.07
H -2.065 0.579 -2.595 -0.57 -0.85 1.29 0.08
H -2.602 -0.100 -0.878 0.13 0.13 -1.59 0.10
H -4.095 -0.143 -3.517 0.41 -1.25 1.01 0.08
H -3.553 -1.921 -3.085 -0.46 1.72 0.24 0.11
H -5.590 -0.071 -1.479 0.90 -1.57 -0.21 0.06
H -4.673 -1.451 -0.628 -0.52 0.46 -1.71 0.13
H -6.098 -0.835 -4.269 -0.23 -2.32 1.43 0.02
H -7.769 -3.193 -5.011 0.90 0.34 1.68 0.08
H -7.807 -4.926 -2.679 0.94 1.55 -0.21 0.05
H -6.108 -3.688 -0.623 -0.75 1.56 -1.64 0.04
H 4.383 -2.854 -4.922 -1.27 0.47 1.57 0.10
Br -6.305 -7.798 -2.297 0.10 0.03 -0.04 0.62
C -4.454 -7.710 -1.694 -0.16 -0.22 0.06 -0.69
C -4.281 -6.680 -0.606 0.60 0.12 0.03 -0.65
Br -4.271 -4.871 -1.338 1.53 -1.45 0.11 0.79
H -3.841 -7.514 -2.574 -0.08 0.07 0.18 0.06
H -4.230 -8.709 -1.316 -0.01 0.13 0.01 0.06
H -3.311 -6.795 -0.118 -0.09 -0.13 -0.06 0.04
H -5.068 -6.713 0.149 0.05 -0.04 -0.19 0.06
Br 1.563 0.848 -2.264 0.82 1.88 1.20 0.80
C 1.415 2.446 -1.153 0.14 -0.17 0.07 -0.63
C 0.300 3.344 -1.630 0.05 0.32 0.03 -0.68
Br 0.826 4.335 -3.224 -0.11 -0.16 0.06 0.58
H 2.392 2.930 -1.160 -0.20 0.08 -0.02 0.05
H 1.205 2.074 -0.148 -0.03 0.06 -0.07 0.04
H 0.074 4.106 -0.883 0.04 -0.12 -0.02 0.06
H -0.613 2.803 -1.879 0.18 -0.02 0.07 0.04
Br 6.595 2.750 -1.597 -0.13 -0.04 0.05 0.60
C 6.324 1.623 -0.031 0.34 0.20 0.09 -0.70
C 6.754 0.200 -0.297 -0.15 0.09 -0.07 -0.64
Br 5.432 -0.751 -1.377 1.65 1.79 0.65 0.92
H 5.273 1.711 0.246 0.13 -0.11 -0.08 0.05
H 6.940 2.071 0.751 -0.07 -0.05 -0.07 0.05
H 6.817 -0.363 0.636 -0.02 0.11 -0.05 0.06
H 7.706 0.129 -0.824 -0.11 0.15 0.11 0.05
Br 3.962 6.718 -3.419 0.06 -0.06 -0.11 0.59
C 4.321 6.962 -5.319 0.08 0.21 0.22 -0.69
C 3.043 7.134 -6.102 -0.03 -0.15 -0.27 -0.69
Br 2.133 5.429 -6.357 0.01 0.14 0.02 0.59
H 4.913 6.106 -5.643 -0.18 0.10 0.00 0.05
H 4.932 7.864 -5.378 -0.10 -0.07 -0.05 0.06
H 3.255 7.496 -7.109 0.04 -0.02 0.12 0.06
H 2.331 7.806 -5.622 0.17 -0.11 0.01 0.05
Br -0.610 -4.967 0.925 -0.06 0.03 -0.11 0.61
C 1.242 -4.876 1.511 -0.04 -0.29 -0.03 -0.70
C 1.416 -3.848 2.598 0.23 0.11 -0.01 -0.69
Br 1.401 -2.043 1.864 -0.07 0.06 0.23 0.65
H 1.845 -4.675 0.624 -0.09 0.09 0.14 0.05
H 1.475 -5.874 1.884 0.02 0.21 -0.05 -0.02
H 2.391 -3.957 3.076 -0.09 -0.05 -0.08 0.06
H 0.638 -3.886 3.360 0.08 -0.08 -0.18 0.05
Br 2.123 1.754 3.307 -0.03 0.08 -0.07 0.59
C 0.511 2.356 4.220 0.15 -0.21 0.11 -0.74
C -0.537 1.272 4.249 -0.22 0.05 -0.04 -0.68
Br -1.419 1.096 2.519 0.08 -0.07 0.00 0.58
H 0.180 3.263 3.717 -0.03 -0.29 0.06 -0.02
H 0.835 2.606 5.232 -0.07 -0.01 -0.10 0.01
H -1.334 1.527 4.949 0.12 0.04 -0.06 0.06
H -0.136 0.291 4.503 0.02 0.17 -0.08 0.05
Br -7.231 1.959 -6.994 -0.08 -0.06 0.09 0.61
C -8.197 2.666 -5.457 0.04 0.13 -0.24 -0.70
C -7.273 2.888 -4.285 -0.07 0.05 0.37 -0.66
Br -6.832 1.204 -3.406 -0.31 0.94 -0.15 0.81
H -9.007 1.969 -5.242 0.18 0.08 0.05 0.05
H -8.619 3.613 -5.798 0.07 -0.07 0.09 0.06
H -7.764 3.490 -3.518 -0.01 -0.03 -0.14 0.06
H -6.330 3.359 -4.562 -0.18 -0.08 -0.06 0.05
Br 2.275 4.077 7.587 0.09 0.03 -0.07 0.62
C 2.160 5.972 7.142 -0.10 -0.04 0.12 -0.72
C 0.800 6.325 6.593 -0.04 0.17 -0.11 -0.67
Br 0.612 5.740 4.744 -0.01 0.20 0.15 0.69
H 2.975 6.185 6.448 -0.39 -0.10 0.17 -0.06
H 2.343 6.496 8.082 -0.08 -0.01 -0.09 0.06
H 0.666 7.407 6.564 0.08 -0.11 0.03 0.06
H -0.021 5.877 7.153 0.17 0.03 -0.05 0.05
Br 7.159 8.842 8.546 -0.14 -0.02 -0.01 0.61
C 5.851 7.419 8.798 0.26 0.07 0.18 -0.70
C 6.042 6.315 7.787 -0.27 -0.16 -0.05 -0.67
Br 5.347 6.827 6.040 0.45 0.08 -0.08 0.68
H 4.865 7.881 8.751 0.14 -0.11 -0.07 0.05
H 6.026 7.048 9.809 -0.02 -0.03 -0.13 0.06
H 5.469 5.430 8.072 0.03 0.10 0.02 0.05
H 7.085 6.036 7.645 -0.14 0.13 0.06 0.05
Br 1.582 -7.265 4.172 -0.03 -0.06 0.08 0.66
C 0.175 -8.342 3.360 -0.08 0.01 0.23 -0.67
C 0.714 -9.660 2.862 -0.04 -0.10 -0.26 -0.69
Br 1.694 -9.436 1.192 0.02 0.01 0.12 0.61
H -0.277 -7.736 2.574 0.10 -0.12 0.04 0.03
H -0.555 -8.502 4.155 0.09 -0.03 -0.08 0.06
H -0.102 -10.343 2.623 0.04 0.12 0.06 0.06
H 1.392 -10.143 3.566 -0.11 0.15 -0.06 0.05
```
Positions in Å, forces in eV/Å.

Values from the calculation:
* 2S+1: 1
* charge: 0
* E_LUMO: 0.0045 Ha
* HOMO-LUMO gap: 7.1 eV

| no. | calculated total energy (eV) |
| --- | --- |
| 1 | -67570.8189 |
| 2 | -30848.2359 |
| 3 | -1448255.4378 |